Record 1
51
Properties=species:S:1:pos:R:3:forces:R:3:mulliken_charge:R:1 method="wB97M-V/def2-TZVPD" homo_energy_ha=-0.3235 e_lumo_ev=0.35 gap_ev=9.2
O -1.355086 1.923642 0.970686 0.1581 0.6333 0.0103 -0.48
O -1.377542 -0.743257 -0.068468 -0.6971 -0.1077 0.3273 -0.27
O -2.596137 -2.975336 -0.654540 0.6389 -1.3641 -0.6030 -0.70
O -1.636808 3.502191 -1.349836 0.4919 -0.5297 -0.2078 -0.69
O -0.190641 -1.551639 -2.291992 0.1730 0.0089 -0.6165 -0.66
O -1.044195 -2.097527 2.251496 0.1089 0.6971 0.0505 -0.62
O -3.855534 -1.749935 1.393853 0.2552 1.2398 0.5155 -0.65
O -2.672641 0.500744 3.024628 -0.3568 -0.3917 0.4548 -0.61
O 0.108553 -4.223274 -0.686186 -0.1387 -0.1793 -0.0541 -0.62
C 1.738130 1.425106 3.049542 0.0335 -0.3471 0.1030 -1.70
C 3.743053 1.997530 0.971886 0.5712 0.3052 -0.5191 -1.50
C 1.527545 1.027767 -4.156550 0.4585 -0.0030 -0.2873 -1.02
C 1.690987 0.770122 1.680617 0.4028 0.7183 0.7654 0.07
C 2.624183 1.030981 0.763785 -0.0081 -0.7395 -0.1409 0.75
C 2.663381 0.289980 -0.588142 -1.3565 0.4529 2.3505 -0.94
C 2.349246 1.370811 -2.899502 -0.5273 -0.0718 0.1284 -0.51
C 1.641166 0.915600 -1.576831 2.0029 -0.1611 -1.0166 1.02
H -1.598358 2.653638 0.378821 -0.1699 -0.0928 0.0677 0.29
H -0.917288 2.392828 1.690461 0.2652 -0.0692 -0.1064 0.27
H 0.130194 -5.171107 -0.520009 0.1504 0.0184 -0.0368 0.29
H 0.887995 0.170919 -1.828043 -0.1279 0.4799 0.2879 -0.75
H -3.544339 -2.877632 -0.593367 -0.0447 0.3458 0.1511 0.29
H -3.465337 -0.983988 0.931791 0.0943 -0.4234 -0.5044 0.35
H -0.976712 -0.011973 -0.533278 0.2800 0.1194 0.1132 -0.04
H -0.878411 -0.949284 0.730870 0.2753 0.2535 -0.0876 0.44
H 3.609449 2.694076 1.791826 -0.2002 0.3013 -0.1871 0.38
H -1.028099 2.768217 -1.520178 -0.2087 -0.1919 0.1897 0.31
H -2.069182 1.239929 2.965193 -0.0733 0.1398 -0.2532 0.25
H 4.733101 1.560197 1.154838 -0.2942 -0.6105 0.1358 0.29
H 0.755342 -1.723019 -2.239915 -0.0737 -0.3303 0.0328 0.29
H 2.502254 0.888483 3.621125 -0.0379 0.2349 0.2414 0.40
H 0.830700 0.235493 -3.895181 -0.4557 0.2203 -0.2074 0.25
H 3.719841 0.259220 -0.841418 -0.1575 -0.1946 -0.7732 0.58
H -0.839911 -4.025303 -0.682993 -0.1688 0.2020 0.1067 0.33
H -0.601523 -2.416048 -2.392330 0.0455 -0.1190 0.0751 0.30
H 1.056767 1.877563 -4.650735 -0.4302 0.0094 0.3891 0.27
H -1.859302 -2.288244 1.759774 -0.2333 -0.5303 0.2455 0.31
H -2.130296 -2.125834 -0.651248 -0.3113 0.5536 0.1356 0.37
H 2.292432 -0.683717 -0.258097 0.3806 -0.3907 -0.6936 0.20
H 1.230766 1.811601 -1.115841 -0.4459 -0.1842 0.1246 0.11
H 2.520167 2.435854 -2.755309 0.1284 0.1893 -0.5029 0.35
H -4.000846 -1.265657 2.222593 -0.4178 -0.4855 0.2116 0.31
H -2.103632 -0.275047 2.989830 0.2584 -0.1909 -0.0147 0.36
H 2.134087 0.603443 -4.959429 0.3078 -0.0109 0.1543 0.34
H 3.336001 0.924697 -3.024392 -0.0197 -0.1546 0.3510 0.28
H -1.332133 4.111820 -2.019860 -0.1977 0.6764 -0.1610 0.32
H 0.935122 0.000288 1.593138 0.0436 -0.0611 -0.4850 0.14
H 0.820861 1.372440 3.637995 -0.1717 -0.2892 -0.2321 0.32
H -0.824529 -2.825014 2.834403 -0.1638 -0.2150 -0.1443 0.22
H 3.928937 2.490698 0.008870 -0.2273 0.5120 0.2635 0.33
H 1.999836 2.477842 3.035446 0.1910 0.1276 -0.1471 0.39

***

Record 2
90
Properties=species:S:1:pos:R:3:forces:R:3:mulliken_charge:R:1 method="wB97M-V/def2-TZVPD" total_charge=-2 spin_multiplicity=2 homo_energy_ha="-0.0626 / -0.0625" e_lumo_ev="3.51 / 3.51" gap_ev="5.2 / 5.2"
Ce 0.641537 1.047223 -1.375843 1.4251 -0.3428 0.2180 0.42
Sb -1.852720 5.680922 -0.666532 -0.5318 0.6590 -0.1061 0.25
Br -3.263563 -3.363720 6.923785 -0.0144 0.0008 -0.0159 -0.25
S -0.200327 3.502945 -1.049405 -0.1141 0.6200 -0.0560 0.09
S -3.709660 4.412512 -1.283366 0.1450 -0.1428 0.1262 -0.67
S -1.569051 7.265180 -2.318891 0.1013 -0.1401 0.1445 -0.75
S 1.902102 3.421565 -1.081104 0.1028 0.1458 -0.0814 -0.51
Si 2.040164 -1.880623 -2.116165 0.0617 -0.0846 -0.0853 -0.12
O -0.190584 -2.347442 2.780133 0.0036 0.0605 -0.1742 -0.58
O -3.839688 -3.382757 0.796145 0.0790 0.2382 0.0136 -0.69
O 1.712325 -1.264206 -0.581800 0.1501 -0.1176 0.3540 0.38
O 0.197329 1.609566 -3.801494 -0.2635 -0.2103 -0.6071 0.08
N 0.882883 0.979582 1.231204 -0.4662 -0.0375 0.5620 0.66
N 2.901841 -0.360868 5.547983 0.3256 -0.0959 -1.2013 -0.40
N -2.448121 -2.588180 2.381348 0.0687 0.0929 -0.1365 0.03
N 1.939592 -0.284130 6.434677 -0.2859 0.4601 -0.2822 -1.06
N 1.347290 -0.611547 -2.978127 -0.0177 -0.3998 -0.4973 0.68
N -1.669108 0.231628 -0.991859 -1.0667 -0.2984 0.3776 0.16
C -0.710539 2.609262 -4.206860 0.0016 0.0358 -0.0776 -0.09
C 0.320444 0.929837 -6.140361 0.0232 -0.0339 -0.0416 -0.91
C -1.651893 -2.371482 6.686585 -0.0868 0.0957 0.0633 -0.06
C -2.923919 3.264274 -4.787833 -0.0203 -0.0529 0.0338 -0.96
C 0.735510 -0.911959 6.360382 0.4818 -0.0036 -0.1305 0.39
C -2.034771 2.276041 -4.390394 -0.1361 -0.1412 0.0401 0.44
C -1.448078 -1.704376 2.911936 0.0883 -0.1871 -0.0423 0.88
C 0.528698 0.688562 -4.798100 0.1450 -0.0820 -0.1885 0.66
C -4.050024 -0.348760 0.318557 -0.1502 -0.0273 0.0864 -0.63
C 0.601663 -2.238700 5.879575 -0.1558 -0.0768 -0.1503 -0.39
C 0.667560 1.128497 3.988895 0.2181 -0.2205 -0.1013 -0.83
C -2.473571 4.556572 -4.997363 -0.0374 0.1264 -0.0443 -0.55
C -1.577258 -1.055149 7.130601 0.1070 -0.0300 -0.0282 -0.43
C 1.475228 -1.447976 -5.304220 0.0415 0.0590 0.0574 -0.40
C 4.113435 -0.555382 2.157670 -0.0252 -0.0392 0.1386 -1.52
C -0.566157 -2.964464 6.066121 0.2056 0.1147 -0.1279 -0.28
C 1.253622 -3.571645 -2.236119 -0.1607 -0.1073 -0.1176 -1.17
C -0.269330 1.737191 3.174630 -0.0237 0.0283 -0.0156 -1.50
C 0.690376 -0.030506 -7.083871 -0.0084 0.0607 0.0577 -0.73
C 1.732732 0.398124 3.426420 -0.6702 0.3103 -0.2596 0.72
C 4.027498 -0.522871 3.490494 0.1381 0.0191 -0.0595 -0.56
C 2.442281 -1.576530 0.611059 0.0798 0.2059 -0.1402 -0.95
C -1.134083 4.867779 -4.808485 -0.0243 -0.0190 -0.0214 -0.82
C 3.884759 -2.091569 -2.354228 0.1229 -0.0044 0.0677 -1.33
C 2.811881 -0.190465 4.212417 -0.1038 -0.4747 1.6359 0.40
C -3.919026 0.798012 -0.428772 -0.2588 0.2369 -0.1150 -1.34
C -2.719212 1.054055 -1.071830 -0.0066 0.2168 -0.1417 0.42
C -2.962950 -1.204063 0.425638 0.1229 -0.2477 0.0154 0.31
C -1.800371 -0.871416 -0.241388 0.1912 -0.2835 -0.0431 0.19
C -0.240584 3.884562 -4.413463 0.2080 0.1298 -0.0257 -0.02
C 1.135898 -0.496787 -4.330997 -0.0057 0.0855 0.0824 0.36
C 2.937497 -0.277764 1.272337 -0.2427 -0.2367 0.1121 0.99
C -3.108451 -2.489385 1.195998 0.0240 -0.1863 0.1195 -0.17
C -0.153926 1.621887 1.802654 0.4175 -0.2574 0.3101 -0.25
C 1.257772 -1.217575 -6.658917 0.0298 -0.0819 0.0636 -0.98
C 1.799455 0.395041 2.008926 0.1477 0.0682 0.2785 0.05
C -0.403112 -0.341147 6.977053 -0.1997 0.0027 -0.0324 -0.43
H -0.338832 0.683586 7.326840 0.0105 -0.0673 0.0335 0.38
H -2.440893 -0.590630 7.589193 0.0086 -0.0034 0.0162 0.39
H 0.534282 0.162149 -8.138049 -0.0248 0.0012 0.0362 0.38
H 1.797854 -2.119887 1.300317 -0.1125 -0.0771 -0.0148 -0.07
H -2.607062 1.971915 -1.639370 0.0009 0.0720 -0.0041 0.13
H 1.539147 -1.975210 -7.382033 -0.0002 0.0098 0.0254 0.36
H -2.362834 1.260284 -4.201963 -0.0032 -0.0135 -0.0410 0.55
H 0.588154 1.239845 5.059718 0.0801 -0.1116 0.0273 0.73
H 1.668475 -4.272592 -1.502072 -0.0231 0.1081 -0.0535 0.38
H 3.307089 -2.204943 0.378657 -0.0260 0.0088 -0.0790 0.59
H -2.515622 -3.493933 2.820751 -0.1063 -0.0398 0.0451 0.26
H 1.459556 -2.713625 5.416848 0.0043 0.0039 0.0107 0.48
H -0.929140 -1.520983 -0.189797 0.0146 0.0238 0.0785 0.44
H 4.880509 -0.781878 4.109246 -0.0461 0.0468 -0.0030 0.43
H 1.407985 -4.002116 -3.233616 -0.0214 0.0313 0.1401 0.37
H -3.173274 5.341513 -5.259300 0.0490 -0.0523 0.0571 0.34
H -4.716961 1.523063 -0.528214 0.0832 0.0331 0.0263 0.41
H 1.927253 -2.380762 -4.975624 -0.0246 0.0679 -0.0654 0.23
H 5.038760 -0.834107 1.663036 -0.0078 0.0330 0.0622 0.42
H -1.656031 -1.493924 3.959849 0.0043 -0.0377 0.1609 -0.12
H -1.085819 2.305086 3.605110 0.0361 -0.0322 -0.0736 0.50
H -3.975722 3.028092 -4.892083 0.0323 0.0164 0.0141 0.34
H -0.130051 1.861000 -6.454908 -0.0034 -0.0070 0.0021 0.45
H 0.407733 -1.970180 3.439376 -0.0607 0.0139 0.0997 -0.03
H -1.472056 -0.772279 2.358563 -0.0334 0.1746 -0.0686 -0.23
H 4.340933 -2.718868 -1.580152 -0.0251 0.0183 -0.1137 0.42
H -0.793881 5.886180 -4.923019 -0.0154 0.0167 0.0557 0.49
H 3.240103 0.374358 0.450459 0.0645 0.1949 -0.1004 0.13
H -0.865717 2.085594 1.142277 -0.1393 0.1117 -0.1654 0.39
H 0.802089 4.102718 -4.217563 -0.0176 0.0180 0.0288 0.43
H -4.975743 -0.587317 0.831337 0.0442 0.0118 -0.0502 0.46
H 0.172032 -3.504251 -2.071843 0.1195 -0.0189 -0.0061 0.29
H 4.071138 -2.571400 -3.322838 -0.0098 0.0663 0.1040 0.37
H 4.394762 -1.123371 -2.357016 -0.0489 -0.0674 0.0020 0.31
H -0.629512 -3.990481 5.722439 0.0178 0.0366 0.0018 0.38

***

DFT total energy? In order: -1002.3191 -7232.3845 a.u..